Record 1
Formula: C23H40BrF3IN5O7P
Source: the OMol25 dataset
Level of theory: the ωB97M-V functional and the def2-TZVPD basis

Cartesian coordinates (Å):
I  -0.572  2.873  -3.531
Br  1.198  1.178  2.604
P  -0.085  -3.201  -0.086
F  -0.262  -0.049  -2.380
F  -2.764  3.360  -0.914
F  -0.736  -2.448  2.581
O  -2.142  -0.774  1.177
O  5.354  -0.770  0.413
O  2.975  2.160  -3.897
O  3.308  0.098  0.537
O  -1.512  1.214  2.081
O  1.212  -3.679  0.803
O  -0.091  4.015  -0.948
N  -1.620  -1.589  -1.556
N  -2.306  3.496  1.848
N  -1.110  0.629  -0.332
N  0.144  -4.206  -1.443
N  1.120  -0.784  0.651
C  -0.611  -0.659  -1.201
C  2.577  -0.485  -2.166
C  -5.210  -1.103  3.399
C  -0.071  1.743  -0.496
C  -2.459  0.966  -0.972
C  -3.691  -1.053  3.120
C  -0.263  2.958  -1.420
C  4.615  -0.024  0.973
C  -1.949  2.423  1.963
C  2.483  -0.189  -3.675
C  2.489  -1.009  0.986
C  -3.473  -0.556  1.699
C  1.664  -1.637  -1.688
C  -4.609  2.001  -1.534
C  3.524  0.854  -4.092
C  3.675  2.966  -2.973
C  0.601  -1.405  -0.594
C  5.011  0.825  2.150
C  -3.361  2.146  -0.645
C  0.221  -0.377  1.697
C  0.066  -1.361  2.902
C  -0.365  -0.814  4.266
C  -1.191  0.202  1.160
H  3.080  3.865  -2.785
H  -1.987  -1.434  -2.487
H  1.076  -1.773  3.025
H  -3.255  -0.358  3.843
H  5.377  0.163  2.942
H  4.432  0.757  -3.481
H  2.405  0.446  -1.623
H  2.616  -1.116  -4.249
H  -4.357  1.603  -2.526
H  -2.268  1.015  -2.047
H  2.876  -1.913  0.516
H  -5.615  -0.115  3.634
H  -0.351  -3.881  -2.267
H  -4.131  -1.128  1.033
H  2.648  -1.136  2.062
H  3.787  0.741  -5.149
H  -3.800  0.487  1.622
H  -1.036  0.043  4.229
H  0.501  -0.583  4.889
H  5.827  1.490  1.860
H  2.305  -2.447  -1.318
H  -5.350  1.339  -1.079
H  3.619  -0.751  -1.955
H  -3.107  0.103  -0.829
H  -5.027  2.998  -1.692
H  4.165  1.394  2.535
H  1.168  -2.069  -2.564
H  -5.387  -1.734  4.276
H  1.912  -4.103  0.284
H  4.656  3.283  -3.358
H  1.509  0.256  -3.891
H  -5.763  -1.546  2.565
H  -2.328  -1.819  -0.877
H  -0.900  -1.631  4.762
H  3.836  2.453  -2.011
H  -3.726  2.159  0.388
H  0.103  2.192  0.485
H  0.881  1.267  -0.750
H  -3.282  -2.060  3.232
H  1.107  -4.398  -1.712

Properties
* frontier orbital gap: 0.3078 hartree
* E_HOMO: -11.126 eV
* charge: +1

---

Record 2
Formula: C23H40ClMoN5
Source: the OMol25 dataset
Level of theory: the ωB97M-V functional and the def2-TZVPD basis

Cartesian coordinates (Å):
Mo  0.954  1.287  -0.187
Cl  2.797  -0.116  0.104
N  0.285  -3.383  2.082
N  0.049  -4.360  0.181
N  -2.235  0.453  0.181
N  0.100  4.188  -0.128
N  -0.107  3.302  -2.120
C  -1.098  0.798  0.124
C  -1.184  3.631  1.861
C  -0.265  2.211  -3.086
C  -1.200  -3.358  -1.553
C  1.024  -4.555  2.159
C  0.023  -4.222  -1.285
C  0.554  1.095  -2.439
C  -0.755  4.507  -2.146
C  -1.733  1.814  -3.217
C  0.421  -2.219  2.960
C  0.279  2.546  -4.463
C  -0.356  -1.120  2.262
C  1.255  -3.464  -1.799
C  0.907  -5.165  0.947
C  1.878  -1.808  3.164
C  -0.179  -2.553  4.305
C  0.459  5.480  1.951
C  -0.452  -3.393  0.960
C  0.155  4.130  1.333
C  -0.644  5.044  -0.898
C  0.425  3.097  -0.880
C  -0.052  -5.602  -1.915
C  1.205  3.094  1.687
H  1.581  1.436  -2.075
H  2.300  -1.347  2.259
H  1.360  2.721  -4.410
H  -1.480  2.689  1.387
H  1.348  -2.468  -1.345
H  -1.167  -2.454  -0.926
H  -1.284  4.840  -3.038
H  -0.154  -1.651  4.930
H  -0.212  3.418  -4.916
H  0.788  2.054  1.578
H  -1.225  -3.071  -2.609
H  0.394  -3.351  4.788
H  -1.988  4.363  1.718
H  0.847  -6.198  -1.702
H  -0.134  0.638  -1.676
H  -0.947  -6.132  -1.560
H  -2.229  2.411  -3.987
H  0.267  -0.734  1.432
H  -1.067  3.424  2.932
H  -1.224  -2.856  4.182
H  1.616  -4.820  3.033
H  1.416  3.211  2.755
H  -1.289  -1.518  1.861
H  -2.300  1.922  -2.284
H  1.384  -6.040  0.567
H  0.118  1.671  -5.112
H  2.189  -4.021  -1.654
H  1.135  -3.321  -2.883
H  0.538  5.313  3.034
H  1.894  -1.049  3.958
H  -0.568  -0.297  2.951
H  -1.074  5.938  -0.508
H  -0.337  6.216  1.790
H  2.505  -2.647  3.496
H  2.135  3.244  1.138
H  1.418  5.889  1.613
H  0.738  0.271  -3.128
H  -1.799  0.747  -3.489
H  -2.102  -3.924  -1.315
H  -0.125  -5.493  -3.008

Properties
* frontier orbital gap (alpha / beta): 0.0461 / 0.1346 hartree
* E_HOMO (alpha / beta): 3.054 / 0.534 eV
* multiplicity: 3
* energy relative to the best compared isomer or geometry (same formula, charge and spin): 104.1 kJ/mol
* ⟨S²⟩: 2.01
* charge: -2

---

Record 3
Formula: C23H40F2N3O13PS
Source: the OMol25 dataset
Level of theory: the ωB97M-V functional and the def2-TZVPD basis

Cartesian coordinates (Å):
S  1.973  1.680  -0.470
P  3.525  -1.676  0.449
F  -2.707  -2.177  -3.322
F  -0.979  1.386  -8.583
O  -3.385  -3.471  -7.512
O  -0.424  1.229  -4.190
O  4.250  -2.474  1.656
O  -1.638  -2.381  -6.593
O  -3.693  1.479  5.040
O  -3.441  -0.710  4.705
O  1.039  2.727  -0.185
O  2.942  1.864  -1.495
O  -1.011  1.600  -6.337
O  -3.252  -3.163  -5.278
O  2.892  -2.878  -0.442
O  1.081  1.020  -5.853
O  2.789  1.397  0.852
N  0.509  -1.464  -2.600
N  4.439  -0.717  -0.308
N  -0.663  -2.665  2.404
C  -0.141  1.281  -5.339
C  -5.616  0.188  4.268
C  -0.269  1.826  -7.521
C  -3.653  2.469  3.996
C  1.010  0.195  -0.796
C  -0.104  -1.426  4.346
C  -1.180  2.989  3.568
C  -2.447  2.281  3.088
C  -2.817  -3.043  -6.566
C  1.434  -0.422  -2.140
C  0.888  -0.780  0.383
C  -2.197  -2.797  -4.414
C  0.984  1.006  -7.280
C  1.680  -1.957  2.470
C  1.257  2.575  2.950
C  2.458  0.479  1.929
C  3.758  0.457  2.734
C  -0.098  3.109  2.473
C  -1.363  -1.877  -5.281
C  0.246  -2.024  3.006
C  2.074  -0.920  1.359
C  1.350  1.042  2.838
C  -4.155  0.244  4.661
H  0.014  -0.493  0.965
H  -6.136  1.120  4.475
H  1.585  0.637  3.822
H  -1.682  -3.701  -4.083
H  -4.581  2.437  3.416
H  2.210  -3.389  0.011
H  0.013  0.613  -0.955
H  0.832  -0.017  -7.627
H  -2.252  1.207  2.993
H  -0.004  4.139  2.131
H  0.367  0.650  2.575
H  1.884  1.425  -7.718
H  -2.709  2.635  2.086
H  -0.354  -1.474  -2.069
H  -0.619  -0.474  4.219
H  4.639  -3.301  1.346
H  -0.302  -1.918  -5.060
H  -3.620  3.426  4.515
H  2.389  -1.897  3.294
H  4.587  -0.839  -1.298
H  4.018  1.488  2.978
H  1.829  -2.950  2.037
H  4.586  0.049  2.156
H  3.637  -0.091  3.668
H  -0.323  -3.058  1.526
H  2.092  3.064  2.448
H  0.777  -1.249  4.963
H  -1.723  -0.851  -5.199
H  0.933  -2.379  -2.508
H  1.444  0.388  -2.866
H  -0.797  -2.092  4.856
H  -0.102  2.898  -7.633
H  -0.415  2.516  1.612
H  2.447  -0.816  -2.093
H  -1.447  3.976  3.953
H  1.344  2.834  4.010
H  0.636  -1.755  -0.043
H  -5.698  -0.047  3.206
H  -0.768  2.413  4.402
H  -6.080  -0.625  4.823

Properties
* frontier orbital gap: 0.3382 hartree
* E_HOMO: -9.353 eV

---

Short version: E = -5213.14310; -1702.34289; -2982.11465 Ha, in the order given.